The following is a DFT calculation (ωB97M-V with the def2-TZVPD basis set) of C4H5FO as an isolated structure at a distorted geometry.

Geometry as ORCA input:
```
! wB97M-V def2-TZVPD RIJCOSX def2/J DEFGRID3
* xyz 0 1
C -0.467 1.030 -0.070
C -1.080 -0.472 0.235
C 0.137 -0.256 -0.499
C 1.316 -0.749 0.274
H -0.124 1.658 0.705
H -0.667 -0.760 1.324
H -2.261 -0.510 0.082
H 0.619 0.190 -1.770
H 1.013 -1.029 1.404
O 2.394 -0.713 -0.454
F -0.881 1.609 -1.231
*
```

Its orbital gap is 9.8 eV. Its LUMO energy is 0.270 eV. As for the energy relative to the best compared isomer or geometry (same formula, charge and spin): 4.531 eV. The calculation puts the strongest force on any atom at 6.5 eV Å⁻¹.